## one
Entry from the OMol25 dataset: a cluster of 2 separate species, C6H7N3S in total (ωB97M-V/def2-TZVPD).

The value obtained for the gap between HOMO and LUMO (alpha / beta) is 0.25870 / 0.25384 hartree. For the HOMO energy (alpha / beta), the calculation gives -8.667 / -8.476 eV. The value obtained for the LUMO energy (alpha / beta) is -0.0598 / -0.0577 hartree.

Geometry as ORCA input:
```
! wB97M-V def2-TZVPD RIJCOSX def2/J DEFGRID3
* xyz 0 1
C 3.81 -0.29 -1.39
C 2.12 -0.05 -0.01
C -0.84 -0.37 -0.64
C 3.29 -0.18 0.66
C 0.17 -2.65 -0.64
C -0.98 -1.66 -0.25
N 4.30 -0.30 -0.18
N -0.88 0.79 -0.70
N 2.45 -0.04 -1.32
S 3.40 -0.37 2.35
H 4.29 -0.47 -2.30
H -0.24 -3.64 -1.00
H 0.59 -2.97 0.32
H 0.96 -2.17 -1.24
H 1.24 0.20 0.47
H -2.02 -2.00 0.05
H 1.73 -0.09 -2.01
*
```

## two
Entry from the OMol25 dataset: the molecule C6H7N3S (ωB97M-V/def2-TZVPD).

The value obtained for the gap between HOMO and LUMO is 0.32723 hartree. For the HOMO energy, the calculation gives -8.375 eV. The value obtained for the LUMO energy is 0.0194 hartree.

Geometry as ORCA input:
```
! wB97M-V def2-TZVPD RIJCOSX def2/J DEFGRID3
* xyz 0 1
C 3.25 -1.60 -0.24
C 2.06 -1.92 -0.15
C 0.81 -1.46 0.02
C 2.79 1.41 0.18
C -0.40 -2.30 -0.14
C 0.61 2.21 0.30
N 4.36 -1.05 -0.37
N 0.64 -0.09 0.17
N 1.51 1.14 0.20
S 4.24 0.63 -0.04
H 0.11 -3.28 0.11
H -0.62 -2.43 -1.16
H -1.23 -2.21 0.60
H 0.19 2.31 1.29
H 1.14 3.15 0.30
H -0.14 2.15 -0.52
H -0.31 0.02 0.35
*
```

## three
Entry from the OMol25 dataset: a structure of composition C6H7N3S (ωB97M-V/def2-TZVPD).

The value obtained for the gap between HOMO and LUMO is 0.35949 hartree. For the HOMO energy, the calculation gives -9.261 eV. The value obtained for the LUMO energy is 0.0192 hartree.

Geometry as ORCA input:
```
! wB97M-V def2-TZVPD RIJCOSX def2/J DEFGRID3
* xyz 0 1
C -0.84 0.24 2.14
C -0.01 1.53 -1.44
C -0.61 0.40 -2.25
C 1.37 -0.91 1.76
C -0.09 -0.67 1.33
C 0.27 -0.17 -0.07
N -1.42 0.98 2.80
N 0.40 1.20 -0.29
N -0.69 -0.72 -1.33
S 1.93 -0.96 0.01
H 0.10 2.54 -1.80
H -1.57 0.69 -2.68
H 0.08 0.14 -3.06
H 1.79 -0.04 2.26
H 1.56 -1.82 2.32
H -0.63 -1.62 1.23
H -1.62 -0.79 -0.93
*
```

Result of the stability comparison: three is the most stable of them.

## one
Entry from the OMol25 dataset: a structure of composition C32H31MnN6O3PS2 (ωB97M-V/def2-TZVPD).

The value obtained for the gap between HOMO and LUMO (alpha / beta) is 0.22935 / 0.21260 hartree. As for the expectation value of S²: 1.033. For the HOMO energy (alpha / beta), the calculation gives -7.181 / -6.766 eV. The value obtained for the LUMO energy (alpha / beta) is -0.0345 / -0.0360 hartree.

Geometry as ORCA input:
```
! wB97M-V def2-TZVPD RIJCOSX def2/J DEFGRID3
* xyz 0 2
Mn 0.24 0.17 -0.23
O 0.77 -2.39 0.00
C 0.23 -1.68 -0.85
C -0.32 -2.19 -2.12
C -0.31 -3.54 -2.48
C -0.77 -3.92 -3.72
C -1.23 -2.97 -4.62
C -1.26 -1.63 -4.27
C -0.84 -1.24 -3.00
P -0.80 0.47 -2.34
C -2.57 0.86 -2.08
C -3.43 -0.11 -1.55
C -4.76 0.19 -1.30
C -5.24 1.47 -1.51
C -4.38 2.45 -1.99
C -3.05 2.15 -2.27
C -0.44 1.38 -3.89
C 0.87 1.75 -4.15
C 1.21 2.34 -5.36
C 0.24 2.56 -6.32
C -1.07 2.20 -6.07
C -1.42 1.62 -4.86
H 0.08 -4.26 -1.77
H -0.77 -4.97 -4.00
H -1.56 -3.27 -5.61
H -1.61 -0.89 -4.97
H -3.04 -1.11 -1.35
H -5.42 -0.59 -0.93
H -6.27 1.71 -1.32
H -4.75 3.46 -2.15
H -2.39 2.93 -2.63
H 1.63 1.60 -3.39
H 2.24 2.61 -5.55
H 0.51 3.00 -7.27
H -1.84 2.38 -6.82
H -2.45 1.35 -4.68
C -0.13 -2.22 4.64
O -0.86 -1.78 3.49
C -0.25 -1.11 2.51
O -0.88 -0.70 1.57
N 1.07 -0.85 2.62
N 1.59 -0.18 1.51
H -0.88 -2.60 5.33
H 0.40 -1.39 5.11
H 0.56 -3.02 4.39
H 1.67 -1.44 3.17
H 2.12 -0.79 0.90
H 2.16 0.61 1.80
N -4.35 5.32 0.86
C -3.02 5.51 0.63
S -2.47 7.07 0.42
C -2.15 4.35 0.62
C -2.61 3.07 0.94
C -1.79 1.98 0.79
N -0.52 2.06 0.37
C -0.05 3.29 0.14
C -0.80 4.43 0.24
H -4.93 6.12 0.68
H -4.74 4.43 0.57
H -3.62 2.92 1.32
H -2.16 0.99 1.02
H 0.99 3.35 -0.16
H -0.38 5.40 0.00
C 5.41 3.71 1.62
C 4.51 3.47 0.44
C 4.24 4.49 -0.47
C 3.37 4.17 -1.50
N 2.84 2.96 -1.64
C 3.18 2.02 -0.74
S 2.63 0.38 -0.97
N 3.98 2.26 0.32
H 6.11 4.52 1.41
H 5.96 2.80 1.85
H 4.82 3.98 2.49
H 4.69 5.47 -0.38
H 3.08 4.90 -2.25
*
```

## two
Entry from the OMol25 dataset: a structure of composition C32H31MnN6O3PS2 (ωB97M-V/def2-TZVPD).

The value obtained for the gap between HOMO and LUMO (alpha / beta) is 0.24293 / 0.23132 hartree. As for the expectation value of S²: 0.772. For the HOMO energy (alpha / beta), the calculation gives -7.141 / -6.831 eV. The value obtained for the LUMO energy (alpha / beta) is -0.0195 / -0.0197 hartree.

Geometry as ORCA input:
```
! wB97M-V def2-TZVPD RIJCOSX def2/J DEFGRID3
* xyz 0 2
Mn 0.85 0.55 -0.15
O 0.39 3.31 0.47
C 0.04 2.14 0.71
C -0.97 2.01 1.87
C -1.41 3.12 2.60
C -2.30 2.95 3.64
C -2.75 1.67 3.98
C -2.32 0.57 3.26
C -1.44 0.74 2.20
P -0.78 -0.57 1.12
C -2.23 -1.15 0.16
C -3.44 -0.47 0.14
C -4.47 -0.89 -0.70
C -4.28 -1.98 -1.53
C -3.07 -2.66 -1.52
C -2.05 -2.24 -0.68
C -0.54 -1.93 2.32
C 0.63 -1.93 3.08
C 0.82 -2.88 4.07
C -0.15 -3.84 4.31
C -1.32 -3.84 3.56
C -1.51 -2.89 2.58
H -1.03 4.10 2.32
H -2.64 3.81 4.21
H -3.44 1.55 4.81
H -2.66 -0.42 3.53
H -3.59 0.39 0.78
H -5.41 -0.35 -0.70
H -5.08 -2.30 -2.19
H -2.92 -3.52 -2.16
H -1.10 -2.78 -0.67
H 1.40 -1.18 2.90
H 1.74 -2.87 4.64
H 0.01 -4.59 5.08
H -2.08 -4.58 3.75
H -2.43 -2.90 2.00
C 4.28 2.79 -3.99
O 3.91 1.99 -2.88
C 2.67 2.07 -2.36
O 2.39 1.32 -1.45
N 1.85 3.01 -2.91
N 0.50 2.99 -2.59
H 5.29 2.48 -4.25
H 4.30 3.86 -3.72
H 3.62 2.63 -4.84
H 2.24 3.77 -3.42
H -0.05 3.34 -3.37
H 0.30 3.45 -1.69
N -2.29 -2.08 -5.83
C -2.63 -0.92 -5.24
S -3.92 -0.03 -5.74
C -1.75 -0.51 -4.09
C -0.50 -1.09 -3.85
C 0.21 -0.71 -2.73
N -0.24 0.18 -1.85
C -1.40 0.78 -2.10
C -2.19 0.46 -3.19
H -2.85 -2.39 -6.61
H -1.55 -2.67 -5.50
H -0.05 -1.81 -4.51
H 1.18 -1.15 -2.51
H -1.73 1.52 -1.38
H -3.14 0.94 -3.34
C 5.71 -0.54 3.47
C 4.51 -0.09 2.68
C 3.90 1.14 2.92
C 2.79 1.44 2.17
N 2.33 0.59 1.25
C 2.99 -0.58 1.06
S 2.25 -1.57 -0.14
N 4.07 -0.94 1.76
H 6.26 0.31 3.87
H 6.36 -1.14 2.84
H 5.38 -1.16 4.30
H 4.28 1.82 3.67
H 2.24 2.37 2.28
*
```

Result of the stability comparison: two is the most stable of them.

## one
Entry from the OMol25 dataset: the molecule C12H25N5O3 (ωB97M-V/def2-TZVPD).

The value obtained for the gap between HOMO and LUMO is 0.31951 hartree. For the HOMO energy, the calculation gives -8.436 eV. The value obtained for the LUMO energy is 0.0095 hartree. As for the structure (SMILES): [H]/N=C(\N)NCCC[C@H](NC(=O)[C@@H](N)CC(C)C)C(=O)O.

Geometry as ORCA input:
```
! wB97M-V def2-TZVPD RIJCOSX def2/J DEFGRID3
* xyz 0 1
H 0.87 2.35 -7.43
N 0.26 2.70 -6.71
C 0.26 1.80 -5.80
N 0.67 0.54 -5.81
N -0.47 2.01 -4.59
C -0.69 1.20 -3.36
C 0.53 1.74 -2.33
C 0.82 0.77 -1.16
C -0.08 -0.66 -1.30
N 0.06 -1.40 0.00
C -0.73 -0.85 0.93
O -1.80 -0.35 0.66
C -0.02 -1.05 2.28
N 0.95 -0.01 2.49
C -0.96 -1.24 3.40
C -0.47 -0.90 4.84
C 0.40 0.35 5.27
C -1.61 -0.96 5.86
C 0.81 -1.57 -2.31
O 1.64 -1.17 -3.10
O 0.56 -2.85 -1.99
H 1.02 0.21 -6.70
H 1.16 0.32 -4.94
H -1.20 2.80 -4.85
H -0.46 0.17 -3.56
H -1.63 1.38 -2.87
H 1.48 1.95 -2.95
H 0.20 2.69 -1.87
H 0.69 1.39 -0.20
H 1.89 0.50 -1.26
H -1.07 -0.71 -1.69
H 1.04 -1.36 0.39
H 0.43 -2.02 2.10
H 0.83 0.71 1.73
H 1.93 -0.32 2.39
H -1.89 -0.71 3.19
H -1.36 -2.21 3.41
H 0.24 -1.64 4.97
H -0.22 1.25 5.10
H 1.39 0.49 4.74
H 0.64 0.37 6.29
H -2.20 -1.84 5.73
H -2.41 -0.17 5.95
H -1.18 -1.05 6.83
H -0.32 -2.68 -1.78
*
```

## two
Entry from the OMol25 dataset: the molecule C12H25N5O3 (ωB97M-V/def2-TZVPD).

The value obtained for the gap between HOMO and LUMO is 0.31658 hartree. For the HOMO energy, the calculation gives -8.126 eV. The value obtained for the LUMO energy is 0.0180 hartree. As for the structure (SMILES): [H]/N=C(\N)NCCC[C@H](N)C(=O)N[C@H](C(=O)O)[C@@H](C)CC.

Geometry as ORCA input:
```
! wB97M-V def2-TZVPD RIJCOSX def2/J DEFGRID3
* xyz 0 1
H -0.98 -4.17 -0.85
N -1.09 -3.43 -0.17
C -1.22 -3.83 1.10
N -1.36 -5.19 1.43
N -1.32 -2.93 2.15
C -0.49 -1.77 1.93
C 0.97 -2.10 2.04
C 1.66 -0.74 1.98
C 2.34 -0.23 0.62
N 3.33 0.90 0.78
C 1.12 0.34 -0.19
O 0.45 -0.52 -0.82
N 0.86 1.66 -0.10
C -0.41 2.35 -0.34
C -1.27 1.98 0.90
O -1.13 0.91 1.39
O -2.22 2.89 1.14
C -0.95 1.81 -1.81
C -2.38 1.30 -1.89
C -0.59 2.60 -3.04
C 0.96 2.88 -3.16
H -1.07 -5.52 2.37
H -0.98 -5.93 0.81
H -1.40 -3.34 3.05
H -0.88 -1.38 0.98
H -0.66 -1.12 2.74
H 1.01 -2.62 3.00
H 1.45 -2.75 1.22
H 2.39 -0.72 2.75
H 0.85 -0.05 2.27
H 2.78 -1.07 0.11
H 3.83 1.02 -0.08
H 4.06 0.46 1.35
H 1.43 2.17 0.58
H -0.10 3.41 -0.45
H -2.41 3.62 0.58
H -0.26 0.94 -2.03
H -2.48 0.52 -1.26
H -3.07 2.04 -1.56
H -2.63 1.10 -2.91
H -1.16 3.57 -3.02
H -0.88 1.96 -3.98
H 1.59 1.95 -3.14
H 0.99 3.45 -4.10
H 1.35 3.57 -2.37
*
```

## three
Entry from the OMol25 dataset: the molecule C12H25N5O3 (ωB97M-V/def2-TZVPD).

The value obtained for the gap between HOMO and LUMO is 0.35555 hartree. For the HOMO energy, the calculation gives -9.366 eV. The value obtained for the LUMO energy is 0.0114 hartree. As for the structure (SMILES): [H]/N=C(\N)NCCC[C@H](N)C(=O)N[C@H](C(=O)O)[C@@H](C)CC.

Geometry as ORCA input:
```
! wB97M-V def2-TZVPD RIJCOSX def2/J DEFGRID3
* xyz 0 1
H 8.39 0.94 1.92
N 7.60 1.42 1.58
C 6.47 0.90 1.74
N 6.46 -0.52 2.22
N 5.14 1.42 1.40
C 4.26 0.30 0.94
C 2.83 1.06 0.69
C 1.67 0.11 0.13
C 0.51 1.11 -0.05
N -0.12 1.60 1.19
C -0.57 0.45 -1.02
O -0.27 -0.31 -1.89
N -1.82 1.04 -0.75
C -2.87 0.39 -1.38
C -4.18 1.00 -1.47
O -4.93 0.70 -2.40
O -4.52 1.81 -0.42
C -3.16 -1.00 -0.92
C -3.64 -1.13 0.61
C -4.12 -1.58 -2.04
C -4.43 -3.14 -1.92
H 7.33 -0.55 2.97
H 5.56 -0.61 2.69
H 5.29 2.33 0.66
H 4.07 -0.29 1.85
H 4.67 -0.20 0.14
H 2.58 1.26 1.68
H 2.84 1.95 0.05
H 2.23 -0.30 -0.71
H 1.39 -0.69 0.91
H 0.87 1.94 -0.66
H 0.02 0.94 1.99
H 0.36 2.39 1.50
H -1.99 1.57 0.15
H -2.77 0.38 -2.43
H -5.59 1.78 -0.05
H -2.26 -1.61 -1.09
H -2.82 -2.08 1.00
H -4.91 -1.36 0.92
H -3.13 -0.06 0.91
H -3.69 -1.43 -3.08
H -5.16 -1.16 -2.00
H -3.63 -3.82 -1.61
H -4.90 -3.61 -2.86
H -5.07 -3.34 -1.12
*
```

Result of the stability comparison: two is the most stable of them.

## one
Entry from the OMol25 dataset: the molecule C12H25N5O3 (ωB97M-V/def2-TZVPD).

The value obtained for the gap between HOMO and LUMO is 0.32255 hartree. For the HOMO energy, the calculation gives -8.247 eV. The value obtained for the LUMO energy is 0.0195 hartree. As for the structure (SMILES): [H]/N=C(\N)NCCC[C@H](N)C(=O)N[C@H](C(=O)O)[C@@H](C)CC.

Geometry as ORCA input:
```
! wB97M-V def2-TZVPD RIJCOSX def2/J DEFGRID3
* xyz 0 1
H -4.54 -3.27 2.12
N -3.73 -2.67 1.96
C -3.42 -2.12 3.05
N -4.16 -2.13 4.22
N -2.26 -1.43 3.01
C -1.50 -1.41 1.77
C -0.86 -2.78 1.39
C 0.31 -2.58 0.42
C -0.02 -2.03 -0.97
N 1.06 -2.46 -1.86
C 0.05 -0.47 -0.91
O -0.91 0.26 -0.71
N 1.32 -0.05 -1.04
C 1.77 1.26 -0.83
C 1.94 1.52 0.67
O 1.39 0.90 1.59
O 2.70 2.57 0.92
C 0.91 2.44 -1.41
C 0.01 3.20 -0.47
C 1.68 3.37 -2.35
C 2.32 2.68 -3.58
H -3.74 -2.60 5.00
H -4.44 -1.21 4.42
H -1.92 -0.81 3.80
H -2.12 -1.06 0.93
H -0.70 -0.63 1.94
H -0.50 -3.27 2.30
H -1.68 -3.39 0.98
H 0.84 -3.56 0.25
H 1.09 -1.92 0.81
H -1.09 -2.28 -1.20
H 0.87 -2.08 -2.79
H 0.98 -3.45 -1.94
H 1.96 -0.73 -1.48
H 2.82 1.45 -1.09
H 2.93 2.96 0.06
H 0.27 1.93 -2.12
H -0.59 2.55 0.19
H 0.63 3.90 0.20
H -0.64 3.87 -1.05
H 2.43 3.97 -1.84
H 0.98 4.14 -2.70
H 1.61 2.14 -4.23
H 2.92 3.31 -4.22
H 3.03 1.97 -3.19
*
```

## two
Entry from the OMol25 dataset: the molecule C12H25N5O3 (ωB97M-V/def2-TZVPD).

The value obtained for the gap between HOMO and LUMO is 0.34713 hartree. For the HOMO energy, the calculation gives -8.843 eV. The value obtained for the LUMO energy is 0.0222 hartree. As for the structure (SMILES): [H]/N=C(\N)NCCC[C@H](N)C(=O)N[C@H](C(=O)O)[C@@H](C)CC.

Geometry as ORCA input:
```
! wB97M-V def2-TZVPD RIJCOSX def2/J DEFGRID3
* xyz 0 1
H -4.18 1.46 4.31
N -3.44 1.09 3.74
C -2.52 0.60 4.48
N -2.56 0.53 5.89
N -1.36 0.03 3.90
C -1.32 0.02 2.45
C -2.52 -0.79 1.81
C -2.28 -1.26 0.38
C -2.08 -0.19 -0.73
N -2.42 -0.73 -2.06
C -0.57 0.25 -0.83
O -0.14 1.14 -0.14
N 0.17 -0.57 -1.67
C 1.60 -0.59 -1.72
C 2.29 -1.38 -0.53
O 1.73 -1.70 0.46
O 3.67 -1.44 -0.63
C 2.28 0.81 -1.89
C 2.98 1.38 -0.67
C 3.22 0.78 -3.09
C 2.53 0.54 -4.39
H -2.50 -0.44 6.20
H -1.75 0.95 6.37
H -1.22 -0.93 4.28
H -1.60 1.09 2.25
H -0.33 -0.27 2.03
H -2.76 -1.69 2.44
H -3.51 -0.22 1.90
H -3.17 -1.89 0.15
H -1.43 -1.90 0.24
H -2.58 0.72 -0.48
H -1.96 -0.25 -2.85
H -3.43 -0.61 -2.22
H -0.33 -1.44 -1.88
H 1.94 -1.26 -2.53
H 3.88 -1.29 -1.56
H 1.42 1.53 -2.15
H 2.32 1.43 0.28
H 3.88 0.87 -0.46
H 3.35 2.34 -0.91
H 3.89 -0.08 -2.93
H 3.75 1.74 -3.09
H 1.78 1.30 -4.48
H 3.22 0.75 -5.23
H 2.05 -0.46 -4.45
*
```

Result of the stability comparison: one is the most stable of them.